A cluster of 6 separate species, C20H28Cl4F12O8 in total, computed with ωB97M-V/def2-TZVPD.

Summary:
lowest unoccupied orbital energy	0.1	eV
net charge	0
E	-4420.04872	hartree
relative energy (zero: lowest compared OMol25 entry of this formula, charge and spin)	0.0	kcal/mol
SMILES string	CCOC(=O)C(F)(F)F.CCOC(=O)C(F)(F)F.CCOC(=O)C(F)(F)F.CCOC(=O)C(F)(F)F.ClCCCl.ClCCCl
HOMO-LUMO gap	11.19	eV
E_HOMO	-11.076	eV

Last column: Löwdin charge in e.
Atoms and positions in Å:
C1 -4.255 -1.141 -2.110  -0.0554
C2 -3.170 -0.741 -3.072  -0.2068
O1 -2.474 -1.946 -3.456  0.0164
C3 -1.853 -1.970 -4.614  -0.4089
O2 -1.842 -1.105 -5.437  0.1699
C4 -1.089 -3.298 -4.810  -0.5443
F1 -1.214 -4.134 -3.777  0.1634
F2 -1.551 -3.916 -5.906  0.1629
F3 0.206 -3.041 -4.990  0.1731
H1 -3.863 -1.736 -1.291  0.0825
H2 -5.067 -1.660 -2.620  0.0849
H3 -4.702 -0.228 -1.706  0.0509
H4 -2.426 -0.105 -2.582  0.0912
H5 -3.494 -0.186 -3.951  0.1284
C5 1.287 4.092 2.864  -0.0559
C6 0.294 3.304 3.676  -0.1966
O3 0.351 3.675 5.061  0.0387
C7 -0.470 4.627 5.449  -0.4037
O4 -1.217 5.253 4.759  0.1640
C8 -0.376 4.849 6.975  -0.5486
F4 0.596 4.137 7.539  0.1709
F5 -0.164 6.140 7.257  0.1666
F6 -1.534 4.487 7.532  0.1698
H6 2.265 4.110 3.346  0.0866
H7 0.950 5.115 2.699  0.0854
H8 1.427 3.639 1.882  0.0330
H9 0.508 2.239 3.660  0.1247
H10 -0.714 3.481 3.300  0.1148
C9 1.544 -3.391 2.421  -0.0631
C10 0.223 -4.104 2.375  -0.2124
O5 -0.609 -3.687 3.464  0.0444
C11 -1.828 -4.172 3.492  -0.4135
O6 -2.321 -4.936 2.720  0.1788
C12 -2.584 -3.619 4.722  -0.5374
F7 -2.022 -4.065 5.855  0.1656
F8 -2.551 -2.274 4.741  0.1560
F9 -3.855 -4.010 4.696  0.1717
H11 1.389 -2.304 2.434  0.0714
H12 2.123 -3.593 1.524  0.0841
H13 2.116 -3.594 3.326  0.0822
H14 0.364 -5.187 2.442  0.1346
H15 -0.269 -3.919 1.418  0.1060
C13 7.125 -1.692 -5.173  -0.0609
C14 6.344 -0.474 -5.606  -0.1962
O7 5.673 0.144 -4.497  0.0394
C15 4.487 -0.338 -4.183  -0.4044
O8 3.952 -1.294 -4.657  0.1734
C16 3.801 0.496 -3.080  -0.5379
F10 4.441 1.640 -2.833  0.1659
F11 2.556 0.783 -3.485  0.1518
F12 3.724 -0.204 -1.935  0.1500
H16 7.764 -1.478 -4.319  0.0828
H17 7.733 -2.080 -5.993  0.0830
H18 6.446 -2.512 -4.929  0.0797
H19 5.603 -0.748 -6.359  0.1268
H20 6.999 0.280 -6.035  0.1255
Cl1 -0.266 -1.570 -0.667  0.6098
C17 0.645 -0.142 -0.128  -0.6560
C18 0.048 1.107 -0.726  -0.6534
Cl2 1.290 2.400 -0.712  0.5945
H21 1.671 -0.267 -0.462  0.0416
H22 0.678 -0.076 0.959  0.0697
H23 -0.822 1.496 -0.207  0.0232
H24 -0.242 0.965 -1.764  0.0544
Cl3 -3.813 4.404 1.706  0.5540
C19 -5.102 3.399 1.009  -0.6635
C20 -4.576 2.110 0.415  -0.6516
Cl4 -3.384 2.377 -0.879  0.5854
H25 -5.589 4.008 0.251  0.0681
H26 -5.831 3.146 1.776  0.0772
H27 -5.404 1.522 0.023  0.0699
H28 -4.083 1.516 1.182  0.0716

The molecule C20H28ClN3O2, computed with ωB97M-V/def2-TZVPD.

Summary:
lowest unoccupied orbital energy	0.6	eV
net charge	0
E	-1553.91201	hartree
relative energy (zero: lowest compared OMol25 entry of this formula, charge and spin)	3.1	kcal/mol
SMILES string	O=C(C[C@H]1C(=O)NCCN1CC1CCCCC1)NCc1ccc(Cl)cc1
HOMO-LUMO gap	9.38	eV
E_HOMO	-8.779	eV

Last column: Löwdin charge in e.
Atoms and positions in Å:
O1 0.326 1.440 1.895  0.0488
C1 0.267 0.548 1.072  -0.5027
C2 -0.550 -0.718 1.300  -0.0209
C3 -1.544 -1.011 0.136  -0.2046
C4 -0.898 -2.077 -0.737  -0.4362
O2 0.099 -1.832 -1.402  0.0422
N1 -1.411 -3.313 -0.686  0.1001
C5 -2.614 -3.704 0.011  -0.1512
C6 -2.898 -2.707 1.132  -0.1620
N2 -2.880 -1.389 0.540  -0.1377
C7 -3.643 -0.361 1.224  -0.1508
C8 -4.088 0.755 0.272  -0.3179
C9 -4.853 0.184 -0.922  -0.1684
C10 -5.296 1.301 -1.862  -0.2015
C11 -6.165 2.311 -1.118  -0.2115
C12 -5.409 2.882 0.078  -0.2024
C13 -4.964 1.764 1.015  -0.1723
N3 0.888 0.579 -0.120  0.0863
C14 1.778 1.656 -0.502  -0.1212
C15 3.216 1.223 -0.385  -0.2063
C16 3.974 0.930 -1.510  -0.0352
C17 5.283 0.496 -1.388  -0.1057
C18 5.832 0.348 -0.125  -0.6801
Cl1 7.467 -0.194 0.036  0.6612
C19 5.089 0.628 1.011  -0.0996
C20 3.784 1.064 0.873  -0.0233
H1 -1.097 -0.592 2.236  0.1153
H2 0.145 -1.552 1.423  0.1339
H3 -1.631 -0.109 -0.479  0.1515
H4 -0.971 -3.997 -1.287  0.1549
H5 -3.461 -3.711 -0.687  0.1222
H6 -2.480 -4.712 0.413  0.1214
H7 -2.155 -2.828 1.937  0.1275
H8 -3.887 -2.908 1.546  0.1250
H9 -4.536 -0.842 1.631  0.1280
H10 -3.094 0.088 2.066  0.1255
H11 -3.204 1.285 -0.097  0.1402
H12 -4.221 -0.529 -1.452  0.1076
H13 -5.732 -0.354 -0.558  0.1234
H14 -5.852 0.880 -2.703  0.1076
H15 -4.416 1.808 -2.264  0.1148
H16 -6.459 3.118 -1.792  0.1066
H17 -7.075 1.818 -0.769  0.1125
H18 -6.045 3.587 0.618  0.1080
H19 -4.531 3.428 -0.275  0.1149
H20 -5.844 1.254 1.415  0.1211
H21 -4.409 2.184 1.857  0.1172
H22 0.834 -0.235 -0.730  0.1076
H23 1.550 1.961 -1.527  0.1233
H24 1.577 2.486 0.182  0.1263
H25 3.542 1.042 -2.494  0.1122
H26 5.872 0.271 -2.263  0.1031
H27 5.530 0.508 1.988  0.1042
H28 3.194 1.286 1.750  0.1173

A structure of composition C20H28ClNiO14, computed with ωB97M-V/def2-TZVPD.

Summary:
lowest unoccupied orbital energy (alpha / beta)	-5.0 / -8.5	eV
net charge	+1
E	-3799.97443	hartree
HOMO-LUMO gap (alpha / beta)	5.71 / 2.21	eV
E_HOMO (alpha / beta)	-10.698 / -10.698	eV
multiplicity	3

Last column: Löwdin charge in e.
Atoms and positions in Å:
Ni1 -4.753 0.337 1.938  0.8017
Cl1 -2.516 -0.423 -0.276  0.6822
O1 -1.221 -0.186 -0.822  -0.3059
O2 -3.526 0.096 -1.169  -0.3546
O3 -2.721 -1.849 -0.104  -0.3235
O4 -2.683 0.169 1.045  -0.3729
C1 3.338 -3.285 0.693  0.0766
C2 4.155 -3.106 1.734  -0.2417
C3 4.125 -1.887 2.581  -0.3320
O5 4.880 -1.618 3.493  0.1292
C4 3.224 -0.869 2.056  0.0747
C5 2.427 -1.046 0.990  -0.2364
C6 2.421 -2.245 0.151  -0.3321
O6 1.682 -2.413 -0.791  0.1310
O7 1.511 -0.088 0.697  0.0775
O8 4.976 -4.063 2.228  0.0968
H1 3.470 -4.219 0.161  0.1380
H2 3.076 0.079 2.557  0.1378
H3 0.848 -0.389 0.057  0.0751
H4 5.674 -3.664 2.766  0.1196
C7 -1.020 -6.261 2.152  0.0802
C8 -1.143 -4.999 1.720  -0.2226
C9 -0.202 -3.886 2.018  -0.3151
O9 -0.341 -2.725 1.706  0.1190
C10 0.862 -4.283 2.946  0.0700
C11 1.025 -5.557 3.342  -0.2125
C12 0.113 -6.703 2.981  -0.3132
O10 0.351 -7.846 3.283  0.1333
O11 1.897 -5.881 4.308  0.1071
O12 -2.174 -4.599 0.947  0.0949
H5 -1.798 -6.915 1.778  0.1367
H6 1.495 -3.469 3.272  0.1296
H7 1.836 -6.833 4.490  0.1192
H8 -2.117 -3.628 0.851  0.0712
C13 -0.175 3.201 -1.075  -0.0670
C14 0.672 3.968 -0.035  -0.2754
O13 -0.131 4.339 1.059  -0.1315
C15 0.544 5.177 1.944  -0.3198
C16 -0.237 5.384 3.238  -0.0778
H9 -0.592 2.309 -0.610  0.0532
H10 -0.935 3.865 -1.487  0.0629
H11 0.527 2.873 -1.844  0.0732
H12 1.400 3.249 0.360  0.1192
H13 1.244 4.745 -0.550  0.1210
H14 1.491 4.766 2.329  0.1182
H15 0.890 6.148 1.571  0.1205
H16 -1.182 5.876 3.005  0.0726
H17 0.307 5.982 3.970  0.0770
H18 -0.356 4.435 3.763  0.0746
C17 -3.875 3.006 -3.147  -0.0191
C18 -2.869 2.117 -3.830  -0.1538
O14 -1.963 2.903 -4.629  0.1076
C19 -1.058 2.171 -5.439  -0.1834
C20 -0.376 2.966 -6.535  -0.0220
H19 -4.598 3.326 -3.895  0.0956
H20 -4.332 2.422 -2.350  0.0850
H21 -3.378 3.872 -2.713  0.0917
H22 -2.184 1.578 -3.152  0.1549
H23 -3.295 1.377 -4.514  0.1606
H24 -0.374 1.571 -4.823  0.1744
H25 -1.644 1.380 -5.929  0.1561
H26 -1.164 3.348 -7.183  0.0962
H27 0.133 2.214 -7.140  0.1007
H28 0.332 3.688 -6.141  0.0958

A structure of composition C20H28F15Ni2O13, computed with ωB97M-V/def2-TZVPD.

Summary:
lowest unoccupied orbital energy (alpha / beta)	-2.8 / -3.4	eV
net charge	+1
E	-6271.42948	hartree
relative energy (zero: lowest compared OMol25 entry of this formula, charge and spin)	55.8	kcal/mol
HOMO-LUMO gap (alpha / beta)	9.49 / 8.75	eV
E_HOMO (alpha / beta)	-12.301 / -12.159	eV
multiplicity	5

Last column: Löwdin charge in e.
Atoms and positions in Å:
Ni1 0.621 -1.678 2.124  0.7269
Ni2 -1.590 -0.280 2.858  0.8492
O1 -0.304 -0.129 1.231  -0.3511
H1 -0.091 0.259 0.360  -0.0240
O2 -1.318 -2.298 2.449  -0.3645
H2 -2.062 -2.916 2.312  0.0164
O3 0.291 -0.659 3.819  -0.3559
H3 0.836 -0.399 4.586  0.0211
C1 3.524 3.034 0.102  -0.0260
C2 2.973 1.765 0.872  -0.1739
O4 3.790 0.637 0.504  0.0317
C3 3.488 -0.654 0.859  -0.2162
O5 2.553 -0.959 1.644  0.0588
C4 4.459 -1.731 0.319  -0.5166
F1 3.884 -2.453 -0.661  0.1507
F2 5.535 -1.126 -0.206  0.1804
F3 4.820 -2.601 1.267  0.1902
H4 4.564 3.268 0.330  0.0783
H5 2.977 3.948 0.332  0.0737
H6 3.458 2.884 -0.976  0.0638
H7 1.943 1.718 0.516  0.0912
H8 2.865 1.882 1.950  0.1224
C5 -1.069 -1.572 -1.841  -0.0269
C6 -1.446 -2.833 -1.056  -0.1753
O6 -0.464 -3.849 -1.198  0.0354
C7 0.693 -3.859 -0.465  -0.2535
O7 0.950 -3.119 0.485  0.1023
C8 1.564 -5.048 -0.864  -0.4962
F4 0.976 -5.907 -1.720  0.1747
F5 2.701 -4.586 -1.421  0.1502
F6 2.002 -5.720 0.235  0.1618
H9 -0.483 -1.800 -2.731  0.0810
H10 -0.627 -0.813 -1.194  0.0357
H11 -2.015 -1.167 -2.201  0.0849
H12 -2.378 -3.206 -1.479  0.1315
H13 -1.659 -2.645 -0.003  0.1016
C9 -1.375 2.193 -1.561  -0.0551
C10 -2.647 2.876 -0.996  -0.1461
O8 -3.625 1.839 -0.998  0.0255
C11 -3.696 0.866 -0.038  -0.2706
O9 -2.884 0.742 0.907  0.0755
C12 -4.929 -0.023 -0.152  -0.4883
F7 -4.528 -1.245 0.289  0.1420
F8 -5.853 0.409 0.716  0.1807
F9 -5.445 -0.096 -1.422  0.1571
H14 -0.534 2.884 -1.508  0.0838
H15 -1.472 1.798 -2.572  0.0824
H16 -1.003 1.266 -1.125  0.0303
H17 -2.934 3.644 -1.715  0.1339
H18 -2.444 3.352 -0.037  0.1140
C13 1.408 -3.812 -4.661  -0.0409
C14 2.588 -2.814 -4.624  -0.1778
O10 2.042 -1.632 -4.063  0.0093
C15 2.813 -0.807 -3.341  -0.3304
O11 4.040 -0.824 -3.255  0.1503
C16 2.005 0.468 -2.911  -0.4902
F10 2.707 1.579 -3.210  0.1641
F11 0.779 0.603 -3.462  0.1522
F12 1.852 0.435 -1.576  0.1416
H19 1.697 -4.723 -5.186  0.0865
H20 0.470 -3.493 -5.116  0.0821
H21 1.074 -4.063 -3.655  0.0451
H22 2.955 -2.582 -5.624  0.1328
H23 3.462 -3.198 -4.098  0.1275
C17 -4.377 3.997 4.843  -0.0591
C18 -3.253 3.045 4.671  -0.1797
O12 -2.267 3.717 3.816  0.0499
C19 -1.305 2.993 3.240  -0.2474
O13 -1.252 1.738 3.322  0.0356
C20 -0.179 3.818 2.545  -0.5659
F13 -0.279 5.093 2.742  0.2258
F14 1.018 3.415 3.063  0.1532
F15 -0.132 3.622 1.253  0.1945
H24 -5.068 3.538 5.551  0.0951
H25 -4.942 4.035 3.911  0.0876
H26 -4.058 4.994 5.145  0.0964
H27 -3.603 2.162 4.135  0.1210
H28 -2.782 2.803 5.624  0.1420

What did the third record say?
A structure of composition C20H28ClNiO14, computed with ωB97M-V/def2-TZVPD.

Summary:
lowest unoccupied orbital energy (alpha / beta)	-5.0 / -8.5	eV
net charge	+1
E	-3799.97443	hartree
HOMO-LUMO gap (alpha / beta)	5.71 / 2.21	eV
E_HOMO (alpha / beta)	-10.698 / -10.698	eV
multiplicity	3

Last column: Löwdin charge in e.
Atoms and positions in Å:
Ni1 -4.753 0.337 1.938  0.8017
Cl1 -2.516 -0.423 -0.276  0.6822
O1 -1.221 -0.186 -0.822  -0.3059
O2 -3.526 0.096 -1.169  -0.3546
O3 -2.721 -1.849 -0.104  -0.3235
O4 -2.683 0.169 1.045  -0.3729
C1 3.338 -3.285 0.693  0.0766
C2 4.155 -3.106 1.734  -0.2417
C3 4.125 -1.887 2.581  -0.3320
O5 4.880 -1.618 3.493  0.1292
C4 3.224 -0.869 2.056  0.0747
C5 2.427 -1.046 0.990  -0.2364
C6 2.421 -2.245 0.151  -0.3321
O6 1.682 -2.413 -0.791  0.1310
O7 1.511 -0.088 0.697  0.0775
O8 4.976 -4.063 2.228  0.0968
H1 3.470 -4.219 0.161  0.1380
H2 3.076 0.079 2.557  0.1378
H3 0.848 -0.389 0.057  0.0751
H4 5.674 -3.664 2.766  0.1196
C7 -1.020 -6.261 2.152  0.0802
C8 -1.143 -4.999 1.720  -0.2226
C9 -0.202 -3.886 2.018  -0.3151
O9 -0.341 -2.725 1.706  0.1190
C10 0.862 -4.283 2.946  0.0700
C11 1.025 -5.557 3.342  -0.2125
C12 0.113 -6.703 2.981  -0.3132
O10 0.351 -7.846 3.283  0.1333
O11 1.897 -5.881 4.308  0.1071
O12 -2.174 -4.599 0.947  0.0949
H5 -1.798 -6.915 1.778  0.1367
H6 1.495 -3.469 3.272  0.1296
H7 1.836 -6.833 4.490  0.1192
H8 -2.117 -3.628 0.851  0.0712
C13 -0.175 3.201 -1.075  -0.0670
C14 0.672 3.968 -0.035  -0.2754
O13 -0.131 4.339 1.059  -0.1315
C15 0.544 5.177 1.944  -0.3198
C16 -0.237 5.384 3.238  -0.0778
H9 -0.592 2.309 -0.610  0.0532
H10 -0.935 3.865 -1.487  0.0629
H11 0.527 2.873 -1.844  0.0732
H12 1.400 3.249 0.360  0.1192
H13 1.244 4.745 -0.550  0.1210
H14 1.491 4.766 2.329  0.1182
H15 0.890 6.148 1.571  0.1205
H16 -1.182 5.876 3.005  0.0726
H17 0.307 5.982 3.970  0.0770
H18 -0.356 4.435 3.763  0.0746
C17 -3.875 3.006 -3.147  -0.0191
C18 -2.869 2.117 -3.830  -0.1538
O14 -1.963 2.903 -4.629  0.1076
C19 -1.058 2.171 -5.439  -0.1834
C20 -0.376 2.966 -6.535  -0.0220
H19 -4.598 3.326 -3.895  0.0956
H20 -4.332 2.422 -2.350  0.0850
H21 -3.378 3.872 -2.713  0.0917
H22 -2.184 1.578 -3.152  0.1549
H23 -3.295 1.377 -4.514  0.1606
H24 -0.374 1.571 -4.823  0.1744
H25 -1.644 1.380 -5.929  0.1561
H26 -1.164 3.348 -7.183  0.0962
H27 0.133 2.214 -7.140  0.1007
H28 0.332 3.688 -6.141  0.0958

Among the records above, which one has the highest E? C20H28ClN3O2

Repeat the second record exactly.
The molecule C20H28ClN3O2, computed with ωB97M-V/def2-TZVPD.

Summary:
lowest unoccupied orbital energy	0.6	eV
net charge	0
E	-1553.91201	hartree
relative energy (zero: lowest compared OMol25 entry of this formula, charge and spin)	3.1	kcal/mol
SMILES string	O=C(C[C@H]1C(=O)NCCN1CC1CCCCC1)NCc1ccc(Cl)cc1
HOMO-LUMO gap	9.38	eV
E_HOMO	-8.779	eV

Last column: Löwdin charge in e.
Atoms and positions in Å:
O1 0.326 1.440 1.895  0.0488
C1 0.267 0.548 1.072  -0.5027
C2 -0.550 -0.718 1.300  -0.0209
C3 -1.544 -1.011 0.136  -0.2046
C4 -0.898 -2.077 -0.737  -0.4362
O2 0.099 -1.832 -1.402  0.0422
N1 -1.411 -3.313 -0.686  0.1001
C5 -2.614 -3.704 0.011  -0.1512
C6 -2.898 -2.707 1.132  -0.1620
N2 -2.880 -1.389 0.540  -0.1377
C7 -3.643 -0.361 1.224  -0.1508
C8 -4.088 0.755 0.272  -0.3179
C9 -4.853 0.184 -0.922  -0.1684
C10 -5.296 1.301 -1.862  -0.2015
C11 -6.165 2.311 -1.118  -0.2115
C12 -5.409 2.882 0.078  -0.2024
C13 -4.964 1.764 1.015  -0.1723
N3 0.888 0.579 -0.120  0.0863
C14 1.778 1.656 -0.502  -0.1212
C15 3.216 1.223 -0.385  -0.2063
C16 3.974 0.930 -1.510  -0.0352
C17 5.283 0.496 -1.388  -0.1057
C18 5.832 0.348 -0.125  -0.6801
Cl1 7.467 -0.194 0.036  0.6612
C19 5.089 0.628 1.011  -0.0996
C20 3.784 1.064 0.873  -0.0233
H1 -1.097 -0.592 2.236  0.1153
H2 0.145 -1.552 1.423  0.1339
H3 -1.631 -0.109 -0.479  0.1515
H4 -0.971 -3.997 -1.287  0.1549
H5 -3.461 -3.711 -0.687  0.1222
H6 -2.480 -4.712 0.413  0.1214
H7 -2.155 -2.828 1.937  0.1275
H8 -3.887 -2.908 1.546  0.1250
H9 -4.536 -0.842 1.631  0.1280
H10 -3.094 0.088 2.066  0.1255
H11 -3.204 1.285 -0.097  0.1402
H12 -4.221 -0.529 -1.452  0.1076
H13 -5.732 -0.354 -0.558  0.1234
H14 -5.852 0.880 -2.703  0.1076
H15 -4.416 1.808 -2.264  0.1148
H16 -6.459 3.118 -1.792  0.1066
H17 -7.075 1.818 -0.769  0.1125
H18 -6.045 3.587 0.618  0.1080
H19 -4.531 3.428 -0.275  0.1149
H20 -5.844 1.254 1.415  0.1211
H21 -4.409 2.184 1.857  0.1172
H22 0.834 -0.235 -0.730  0.1076
H23 1.550 1.961 -1.527  0.1233
H24 1.577 2.486 0.182  0.1263
H25 3.542 1.042 -2.494  0.1122
H26 5.872 0.271 -2.263  0.1031
H27 5.530 0.508 1.988  0.1042
H28 3.194 1.286 1.750  0.1173

What is the formula in the fourth record? C20H28F15Ni2O13